Arrangement i

Computed, not measured: the molecule C4H7Cl, with the ωB97M-V functional and the def2-TZVPD basis.

Each line ends with the natural charge from an NBO analysis.
Cartesian coordinates (Å):
C (0.21, -1.17, -0.88)  -0.6175
C (0.22, 0.24, -0.32)  -0.0538
Cl (1.07, 1.39, -1.34)  -0.0423
C (-0.98, 0.79, 0.45)  -0.4278
C (0.39, 0.54, 1.12)  -0.4230
H (-0.17, -1.27, -1.91)  0.2265
H (-0.43, -1.84, -0.27)  0.2168
H (1.27, -1.59, -0.88)  0.2182
H (-1.28, 1.81, 0.16)  0.2333
H (-1.78, 0.05, 0.69)  0.2224
H (0.42, -0.28, 1.83)  0.2177
H (1.05, 1.33, 1.34)  0.2294

As for the structure (SMILES): CC1(Cl)CC1. The highest occupied orbital energy comes out at -9.905 eV. As for the LUMO energy: 1.0 eV. Its net charge is 0. The gap between HOMO and LUMO is 10.9 eV.

=====

Arrangement ii

Computed, not measured: the molecule C4H7Cl, with the ωB97M-V functional and the def2-TZVPD basis.

Each line ends with the natural charge from an NBO analysis.
Cartesian coordinates (Å):
C (-0.86, -1.46, 0.15)  -0.6310
C (0.03, -0.27, 0.24)  0.0447
Cl (-0.32, 0.90, -1.29)  -0.1530
C (0.35, 0.48, 1.42)  -0.4486
C (1.34, -0.50, 0.85)  -0.4534
H (-1.97, -1.14, -0.01)  0.2193
H (-0.91, -2.14, 1.22)  0.2160
H (-0.84, -2.17, -0.61)  0.2365
H (0.72, 1.61, 1.35)  0.2575
H (-0.63, 0.34, 2.28)  0.2351
H (1.55, -1.28, 1.51)  0.2326
H (2.21, -0.09, 0.19)  0.2441

As for the structure (SMILES): CC1(Cl)CC1. The highest occupied orbital energy comes out at -10.061 eV. As for the LUMO energy: 0.7 eV. Its net charge is 0. The gap between HOMO and LUMO is 10.8 eV.

=====

arrangement i wins, 229.9 kJ/mol ahead of the next structure.

=====

Arrangement i

Computed, not measured: the molecule C4H10N2OS, with the ωB97M-V functional and the def2-TZVPD basis.

Each line ends with the natural charge from an NBO analysis.
Cartesian coordinates (Å):
C (-3.02, 0.64, 0.85)  -0.8054
C (1.66, -0.67, 0.18)  -0.3926
C (0.29, -1.39, -0.04)  -0.2381
C (1.72, 0.58, -0.77)  -0.2500
N (-0.79, -0.80, 0.70)  -0.7798
N (0.92, 1.56, -0.09)  -0.7114
O (-2.26, -0.57, -1.34)  -0.8860
S (-1.84, 0.22, -0.20)  1.6919
H (-3.75, 1.35, 0.42)  0.2501
H (-2.47, 0.89, 1.78)  0.2268
H (1.81, -0.35, 1.10)  0.1983
H (2.39, -1.30, -0.22)  0.2021
H (-0.01, -1.26, -1.05)  0.2130
H (0.47, -2.52, 0.11)  0.2025
H (2.76, 0.91, -0.89)  0.1691
H (1.45, 0.37, -1.70)  0.1848
H (-0.36, -0.19, 1.47)  0.3983
H (1.03, 2.53, -0.30)  0.3264

The highest occupied orbital energy (alpha / beta) comes out at -7.417 / -6.501 eV. As for the LUMO energy (alpha / beta): -2.2 / -3.2 eV. Its net charge is 0. The gap between HOMO and LUMO (alpha / beta) is 5.2 / 3.3 eV.

=====

Arrangement ii

Computed, not measured: a cluster of 2 separate species, C4H10N2OS in total, with the ωB97M-V functional and the def2-TZVPD basis.

Each line ends with the natural charge from an NBO analysis.
Cartesian coordinates (Å):
N (5.00, 0.09, 0.81)  -1.0810
C (-0.57, 0.07, -0.35)  -0.0373
C (0.58, -0.68, -0.96)  -0.6624
S (2.14, 0.27, -1.10)  -0.1196
C (-1.55, -0.62, 0.34)  0.5215
N (-2.69, 0.16, 0.86)  -0.5908
C (-3.29, 1.12, -0.07)  -0.4215
O (-1.58, -1.85, 0.59)  -0.5524
H (4.96, -0.57, 1.66)  0.3594
H (4.12, 0.13, 0.34)  0.3652
H (5.73, -0.27, 0.19)  0.3573
H (-0.43, 1.16, -0.34)  0.2323
H (0.37, -1.09, -1.98)  0.3037
H (0.76, -1.50, -0.32)  0.3248
H (-3.31, -0.55, 1.23)  0.3930
H (-3.83, 0.63, -0.90)  0.1921
H (-3.99, 1.78, 0.48)  0.2148
H (-2.43, 1.74, -0.48)  0.2010

The highest occupied orbital energy comes out at -8.491 eV. As for the LUMO energy: -3.6 eV. Its net charge is 0. The gap between HOMO and LUMO is 4.9 eV.

=====

Arrangement iii

Computed, not measured: the molecule C4H10N2OS, with the ωB97M-V functional and the def2-TZVPD basis.

Each line ends with the natural charge from an NBO analysis.
Cartesian coordinates (Å):
C (2.01, -1.57, 1.16)  -0.4066
N (1.48, -1.12, -0.11)  -0.6165
C (0.26, -0.38, 0.19)  -0.1974
C (0.73, 0.92, -0.40)  -0.4830
S (-0.24, 2.47, 0.10)  -0.1055
C (-1.07, -0.96, -0.38)  0.6900
N (-2.24, -0.17, -0.18)  -0.8375
O (-1.02, -2.00, -0.97)  -0.5919
H (2.93, -2.09, 0.88)  0.2061
H (1.38, -2.13, 1.79)  0.1754
H (2.34, -0.61, 1.69)  0.1780
H (1.22, -1.91, -0.75)  0.3894
H (0.12, -0.25, 1.22)  0.1986
H (1.79, 1.21, -0.12)  0.2377
H (0.98, 0.85, -1.49)  0.2501
H (0.00, 2.32, 1.44)  0.1205
H (-3.04, -0.63, -0.20)  0.3867
H (-2.10, 0.69, 0.34)  0.4060

As for the structure (SMILES): CN[C@@H](CS)C(N)=O. The highest occupied orbital energy comes out at -9.252 eV. As for the LUMO energy: 0.7 eV. Its net charge is 0. The gap between HOMO and LUMO is 9.9 eV.

=====

Arrangement iv

Computed, not measured: a structure of composition C4H10N2OS, with the ωB97M-V functional and the def2-TZVPD basis.

Each line ends with the natural charge from an NBO analysis.
Cartesian coordinates (Å):
O (2.88, -1.03, -0.13)  -0.5984
C (2.66, 0.27, 0.14)  0.2451
N (1.49, 1.00, 0.15)  -0.4254
C (0.40, 0.09, 0.06)  -0.1274
C (-0.31, -0.20, 1.40)  -0.6462
S (-4.29, 0.03, 0.15)  -0.0224
C (-0.67, 0.51, -1.01)  -0.2164
N (-1.60, -0.53, -1.35)  -0.8143
H (3.52, 0.93, 0.29)  0.1752
H (2.51, -0.79, 0.89)  0.5127
H (0.78, -0.84, -0.41)  0.1931
H (-1.35, 0.12, 1.46)  0.2162
H (0.16, 0.40, 2.19)  0.2196
H (-0.43, -1.25, 1.62)  0.2212
H (-0.01, 0.62, -1.87)  0.1892
H (-1.10, 1.50, -0.77)  0.1686
H (-2.37, -0.45, -0.69)  0.3449
H (-2.27, -0.35, -2.12)  0.3645

The highest occupied orbital energy comes out at -9.537 eV. As for the LUMO energy: -4.2 eV. Its net charge is 0. The gap between HOMO and LUMO is 5.4 eV.

=====

arrangement iii wins, 333.1 kJ/mol ahead of the next structure.

=====

Arrangement i

Computed, not measured: the molecule C21H26N2O2, with the ωB97M-V functional and the def2-TZVPD basis.

Each line ends with the natural charge from an NBO analysis.
Cartesian coordinates (Å):
C (-5.41, -2.03, -1.17)  -0.2432
O (-5.54, -1.19, -0.05)  -0.5454
C (-4.40, -0.45, 0.23)  0.3353
C (-3.44, -0.95, 1.11)  -0.0485
C (-3.62, -2.30, 1.74)  -0.6403
C (-2.32, -0.19, 1.39)  -0.2081
C (-2.14, 1.06, 0.81)  -0.1261
C (-0.94, 1.89, 1.11)  0.6083
O (-0.94, 2.76, 1.94)  -0.5141
C (0.31, 1.56, 0.31)  -0.3330
C (0.03, 1.01, -1.09)  -0.3982
C (1.37, 0.71, -1.77)  -0.4001
C (2.19, -0.25, -0.90)  -0.2235
N (2.42, 0.34, 0.40)  -0.4397
C (3.35, -0.45, 1.19)  -0.2527
C (4.74, -0.38, 0.60)  0.2130
C (5.26, 0.84, 0.17)  -0.2532
C (6.54, 0.85, -0.36)  -0.1657
C (7.25, -0.33, -0.42)  -0.2669
C (6.64, -1.49, 0.04)  0.0401
N (5.41, -1.51, 0.53)  -0.4335
C (1.16, 0.55, 1.09)  -0.2030
C (-3.12, 1.57, -0.03)  -0.1988
C (-4.26, 0.83, -0.33)  -0.0485
C (-5.31, 1.39, -1.24)  -0.6402
H (-4.61, -2.77, -1.03)  0.1709
H (-6.36, -2.55, -1.28)  0.1956
H (-5.21, -1.46, -2.08)  0.1709
H (-3.05, -3.06, 1.20)  0.2185
H (-4.67, -2.59, 1.73)  0.2321
H (-3.26, -2.29, 2.77)  0.2211
H (-1.58, -0.57, 2.08)  0.2114
H (0.90, 2.48, 0.23)  0.2321
H (-0.53, 1.74, -1.68)  0.2135
H (-0.56, 0.10, -1.02)  0.2088
H (1.20, 0.26, -2.75)  0.2109
H (1.93, 1.64, -1.90)  0.2036
H (3.16, -0.43, -1.37)  0.2117
H (1.66, -1.21, -0.82)  0.1621
H (3.39, -0.02, 2.20)  0.2127
H (3.06, -1.50, 1.27)  0.1910
H (4.66, 1.73, 0.24)  0.2317
H (6.98, 1.78, -0.71)  0.2159
H (8.26, -0.36, -0.82)  0.2187
H (7.15, -2.44, 0.01)  0.1915
H (1.36, 0.95, 2.09)  0.2137
H (0.60, -0.40, 1.20)  0.1629
H (-3.01, 2.55, -0.45)  0.2132
H (-5.02, 1.25, -2.29)  0.2182
H (-6.26, 0.89, -1.07)  0.2318
H (-5.43, 2.45, -1.07)  0.2216

As for the structure (SMILES): COc1c(C)cc(C(=O)[C@@H]2CCCN(Cc3ccccn3)C2)cc1C. The highest occupied orbital energy comes out at -8.837 eV. As for the LUMO energy: 0.8 eV. Its net charge is 0. The gap between HOMO and LUMO is 9.6 eV.

=====

Arrangement ii

Computed, not measured: the molecule C21H26N2O2, with the ωB97M-V functional and the def2-TZVPD basis.

Each line ends with the natural charge from an NBO analysis.
Cartesian coordinates (Å):
C (1.39, 3.27, -2.48)  -0.6183
C (2.28, 2.14, -3.00)  -0.3763
C (2.66, 1.12, -1.91)  -0.3068
C (3.36, 1.76, -0.71)  -0.3980
C (4.06, 0.72, 0.15)  -0.6033
C (1.40, 0.40, -1.45)  0.7019
O (0.72, 0.78, -0.53)  -0.6231
N (1.11, -0.70, -2.21)  -0.6072
C (0.02, -1.57, -2.10)  0.1392
C (-0.24, -2.45, -3.14)  -0.2286
C (-1.30, -3.33, -3.07)  -0.1984
C (-2.12, -3.34, -1.96)  -0.1825
C (-1.88, -2.45, -0.91)  -0.1246
C (-2.79, -2.51, 0.28)  0.6552
O (-3.38, -3.53, 0.59)  -0.6256
N (-2.93, -1.34, 0.94)  -0.6092
C (-3.65, -1.25, 2.19)  -0.2139
C (-2.68, -1.23, 3.39)  -0.4265
C (-1.70, -0.11, 3.27)  -0.0320
C (-0.42, -0.33, 2.75)  -0.2432
C (0.47, 0.71, 2.58)  -0.1277
C (0.09, 2.00, 2.92)  -0.2381
C (-1.17, 2.24, 3.43)  -0.2032
C (-2.06, 1.19, 3.60)  -0.2185
C (-0.81, -1.58, -0.98)  -0.1930
H (0.52, 2.86, -1.96)  0.2216
H (1.04, 3.87, -3.32)  0.2118
H (1.93, 3.91, -1.80)  0.2062
H (1.76, 1.62, -3.81)  0.1970
H (3.20, 2.57, -3.41)  0.2054
H (3.35, 0.39, -2.37)  0.2029
H (4.09, 2.49, -1.07)  0.2016
H (2.61, 2.28, -0.12)  0.2261
H (4.83, 0.20, -0.41)  0.1992
H (4.52, 1.19, 1.01)  0.2137
H (3.34, -0.02, 0.50)  0.2042
H (1.71, -0.88, -3.00)  0.3984
H (0.41, -2.45, -4.01)  0.2043
H (-1.48, -4.02, -3.88)  0.2172
H (-2.95, -4.02, -1.88)  0.2357
H (-2.37, -0.55, 0.68)  0.4067
H (-4.24, -0.33, 2.19)  0.1939
H (-4.30, -2.11, 2.25)  0.2369
H (-2.16, -2.19, 3.43)  0.2175
H (-3.27, -1.13, 4.31)  0.2166
H (-0.13, -1.34, 2.49)  0.2110
H (1.45, 0.53, 2.18)  0.2045
H (0.78, 2.82, 2.79)  0.2110
H (-1.47, 3.24, 3.70)  0.2111
H (-3.05, 1.38, 4.01)  0.2065
H (-0.57, -0.91, -0.16)  0.2402

As for the structure (SMILES): CCC(CC)C(=O)Nc1cccc(C(=O)NCCc2ccccc2)c1. The highest occupied orbital energy comes out at -8.697 eV. As for the LUMO energy: 0.6 eV. Its net charge is 0. The gap between HOMO and LUMO is 9.3 eV.

=====

arrangement ii wins, 199.8 kJ/mol ahead of the next structure.

=====

Arrangement i

Computed, not measured: a cluster of 3 separate species, C2H7NO2 in total, with the ωB97M-V functional and the def2-TZVPD basis.

Each line ends with the natural charge from an NBO analysis.
Cartesian coordinates (Å):
C (-1.04, 1.01, 0.04)  -0.0731
N (-1.22, 1.83, 1.04)  -0.3226
C (-1.45, 1.27, -1.28)  -0.0502
O (1.00, -1.08, 1.04)  -0.9724
H (-0.63, 0.00, 0.19)  0.2766
H (-1.67, 2.65, 0.61)  0.3156
H (1.57, -0.76, 1.74)  0.4584
H (-1.40, 0.49, -2.03)  0.2191
H (-1.85, 2.23, -1.60)  0.1939
H (2.45, -3.40, -0.15)  0.4318
H (1.65, -1.79, 0.54)  0.4718
O (2.58, -2.44, -0.14)  -0.9489

The highest occupied orbital energy comes out at -7.823 eV. As for the LUMO energy: -4.9 eV. Its net charge is 0. The gap between HOMO and LUMO is 2.9 eV.

=====

Arrangement ii

Computed, not measured: a cluster of 2 separate species, C2H7NO2 in total, with the ωB97M-V functional and the def2-TZVPD basis.

Each line ends with the natural charge from an NBO analysis.
Cartesian coordinates (Å):
N (-1.04, 0.20, -1.65)  -0.9355
C (-1.45, -0.38, -0.46)  0.5316
O (-2.48, -0.16, 0.12)  -0.5175
H (-0.82, 1.18, -1.69)  0.4030
H (-0.73, -0.38, -2.40)  0.3913
H (-0.57, -0.78, 0.12)  0.1230
C (2.79, -0.05, 1.05)  -0.2560
O (1.39, 0.23, 0.89)  -0.7325
H (3.04, -0.78, 0.28)  0.1846
H (3.41, 0.81, 0.76)  0.1669
H (2.94, -0.36, 2.08)  0.1767
H (1.27, 1.13, 1.18)  0.4645

As for the structure (SMILES): NC=O.CO. The highest occupied orbital energy comes out at -9.592 eV. As for the LUMO energy: 0.7 eV. Its net charge is 0. The gap between HOMO and LUMO is 10.3 eV.

=====

arrangement ii wins, 557.6 kJ/mol ahead of the next structure.